No. 1
18
Properties=species:S:1:pos:R:3:forces:R:3:mulliken_charge:R:1 method="wB97M-V/def2-TZVPD" smiles=C[C@@H](N)CNC[O-] e_lumo_ha=0.1567 charge=-1 multiplicity=1
C 0.0700 -0.8795 0.7091 1.6 -0.5 0.7 -0.483
N -0.9734 -0.1460 1.4330 0.4 0.0 -0.9 -0.521
C -1.9961 0.5778 0.5137 -3.1 0.6 0.6 -0.491
O -2.0589 0.4760 -0.8047 0.7 -0.8 -0.2 -0.775
C 0.6237 0.1680 -0.3755 2.8 -3.7 0.0 0.315
C 2.2547 0.3351 -0.3689 -0.7 0.8 2.5 -1.001
N 0.2454 -0.5263 -1.6305 -0.6 2.3 -0.2 -1.024
H 0.9696 -1.2371 1.3778 -1.5 1.1 -0.5 0.180
H -0.2698 -1.9533 0.3531 0.4 2.3 -0.4 0.219
H -1.5338 -0.8307 1.8792 -0.5 -0.5 0.6 0.339
H -3.0402 0.1220 0.9567 1.6 1.1 -0.1 0.271
H -1.9794 1.7013 0.7418 0.2 -1.0 0.7 0.186
H 0.1276 1.1007 -0.1697 0.0 0.4 -0.2 0.341
H 2.7892 -0.0193 -1.2967 -0.8 0.5 1.0 0.341
H 2.6254 -0.2587 0.5602 -0.3 0.8 -1.7 0.198
H 2.5026 1.4505 -0.0670 -0.2 -2.0 -1.0 0.214
H 0.4170 0.1870 -2.3509 0.3 -0.3 -0.3 0.223
H -0.7737 -0.2674 -1.4605 -0.3 -1.0 -0.7 0.467



No. 2
24
Properties=species:S:1:pos:R:3:forces:R:3:mulliken_charge:R:1 method="wB97M-V/def2-TZVPD" e_lumo_ha=-0.0344 multiplicity=1
Li -0.0485 -0.3260 0.7225 0.4 0.5 -0.6 0.938
O 0.4482 0.5435 -0.9753 0.8 0.8 2.4 -1.178
H 0.0887 -0.1054 -1.5077 -1.4 -1.8 -2.2 0.155
O -1.8265 2.2886 -0.9024 -0.8 3.3 1.8 -0.685
H -1.6418 3.1940 -0.4056 -0.4 -3.0 -1.7 0.329
H -0.9726 1.8652 -0.9475 1.2 -0.5 -0.1 0.390
O 1.3222 -1.8208 1.0908 0.2 -0.5 3.6 -0.687
H 1.6782 -2.0201 2.0797 -0.8 0.6 -4.1 0.320
H 2.0006 -1.9313 0.4050 0.4 0.2 0.5 0.340
O -0.6044 1.1717 2.2564 3.9 -0.2 -3.5 -0.515
H -0.0805 1.1640 3.0129 0.9 0.0 2.3 0.287
H -1.4753 1.0952 2.4092 -4.7 -0.2 1.3 0.223
O 2.9738 -0.3322 -1.2948 0.1 0.5 3.1 -0.602
H 2.0207 -0.1138 -1.2437 -0.8 1.6 1.9 0.296
H 2.7601 -0.6432 -2.1088 0.8 -2.1 -4.8 0.381
O 1.1247 2.6987 0.3108 0.2 -0.7 0.0 -0.674
H 1.0576 1.8186 -0.1539 0.1 1.0 -0.2 0.396
H 0.9246 2.4289 1.2081 -0.1 0.4 0.2 0.265
O -1.7931 -1.2998 0.3124 2.2 3.0 -2.8 -0.581
H -2.0331 -1.8601 0.9466 -1.0 -4.3 4.2 0.267
H -2.5851 -0.8092 0.2296 -1.3 1.6 -0.8 0.294
O -1.3484 -2.4187 -2.1539 -2.1 1.2 1.0 -0.625
H -1.5238 -1.9563 -1.2936 -0.3 -0.5 -1.2 0.370
H -0.4663 -2.6313 -1.9971 2.6 -0.9 -0.2 0.295



No. 3
23
Properties=species:S:1:pos:R:3:forces:R:3:mulliken_charge:R:1 method="wB97M-V/def2-TZVPD" e_lumo_ha=0.1171 charge=-1 multiplicity=1
C 2.9530 -0.2135 -0.3788 -1.5 2.1 0.3 -0.254
C 1.8138 0.5815 -0.4698 3.6 -3.0 0.0 0.288
C 2.8257 -1.6358 -0.0742 -0.7 -0.4 -0.4 0.440
C 1.9938 2.0484 -0.4453 0.2 0.2 0.5 -1.309
C -0.9046 -2.3220 0.0321 3.0 -1.2 0.9 -1.734
C -0.8630 -0.1714 -1.5991 1.6 1.8 1.0 -1.114
C 0.0237 0.0724 1.6115 4.9 -0.8 -1.9 -1.318
O 1.5314 -1.9949 -0.0086 1.9 -0.2 -0.3 -0.600
O 3.7356 -2.4063 0.0982 0.1 -0.3 0.1 -0.637
Si 0.3167 -0.8127 -0.1471 -1.6 0.3 0.2 1.322
Br 4.8166 0.3822 -0.1217 -0.5 0.2 -0.3 -0.263
H 2.9269 2.3480 0.0617 -0.1 -0.2 -0.3 0.414
H 1.1968 2.4277 0.1685 -0.6 0.7 -0.1 0.322
H 2.0153 2.4973 -1.4337 -0.3 0.1 -0.2 0.301
H -0.9977 -2.8620 -0.8844 -0.2 -0.3 -0.9 0.352
H -0.4558 -3.0689 0.7500 -0.6 0.8 -0.4 0.274
H -1.8108 -2.0106 0.3867 -2.8 0.7 0.9 0.561
H -1.5211 0.1816 -0.8008 -0.5 0.8 -0.2 0.285
H -0.5565 0.6727 -2.2811 -0.4 -0.8 0.7 0.211
H -1.4727 -0.8855 -2.0656 -0.4 -1.2 -1.0 0.413
H 1.0589 0.5488 1.8363 -1.7 -0.4 -0.3 0.261
H -0.6627 0.7919 1.4212 -2.3 2.4 0.0 0.379
H -0.1448 -0.5304 2.4363 -0.9 -1.4 1.4 0.406



No. 4
5
Properties=species:S:1:pos:R:3:forces:R:3:mulliken_charge:R:1 method="wB97M-V/def2-TZVPD" smiles="O=PBr.Cl" e_lumo_ha=-0.0536 multiplicity=1
O 1.4421 2.1887 0.2757 1.0 0.1 0.0 -0.309
P 0.0310 2.1719 0.5688 -1.3 -0.4 -0.7 0.516
Cl 0.4123 -3.1056 0.2363 -2.0 0.9 0.0 -0.258
Br -1.0531 1.2899 -1.2981 0.3 0.3 0.7 -0.205
H -0.8323 -2.5449 0.2174 2.0 -0.9 0.0 0.256



No. 5
63
Properties=species:S:1:pos:R:3:forces:R:3:mulliken_charge:R:1 method="wB97M-V/def2-TZVPD" smiles="CCCN[C@@](OC(=O)[C@H](C)F)(B(N)O)B(O)CC.CCCC#N.CCCC#N" e_lumo_ha=0.0198 multiplicity=1
C 0.6387 -1.4499 -1.6540 -0.1 -0.2 -0.2 -1.236
C -0.0151 -0.1383 -2.0763 0.1 0.1 0.0 -0.170
C 0.3557 1.0954 -1.2186 0.0 -0.1 -0.2 -0.258
N 1.3529 0.8110 -0.1827 0.1 0.0 0.1 0.244
C 1.3443 1.7821 0.9250 -0.1 0.1 -0.5 -0.807
O 2.6605 1.7256 1.5712 -0.2 0.1 0.4 -0.385
C 2.8699 0.7602 2.4965 0.2 -0.3 -0.2 0.474
O 2.5367 -0.3878 2.4056 -0.2 0.4 0.2 -0.508
C 3.6431 1.3440 3.6723 0.2 0.0 -0.2 0.540
C 5.0596 1.7103 3.2577 0.0 -0.2 -0.2 -1.303
F 3.6662 0.4103 4.6961 0.0 0.2 -0.1 -0.341
B 1.1827 3.3037 0.4291 0.2 0.2 0.2 0.814
N 2.3150 4.1147 0.1418 -0.6 -0.4 -0.8 -0.526
O -0.1159 3.8035 0.2915 0.1 0.0 0.3 -0.608
B 0.1866 1.5196 2.0093 0.0 -0.2 0.0 0.718
O 0.0670 2.5126 2.9927 0.8 -0.1 -0.1 -0.949
C -0.7757 0.2970 2.0127 -0.3 -0.2 0.3 0.347
C -2.0967 0.5674 1.2259 0.0 0.1 0.0 -1.437
H 0.3046 -1.7757 -0.6676 0.1 0.1 0.0 0.066
H 1.7298 -1.3827 -1.6544 -0.1 0.0 0.1 0.295
H 0.3589 -2.2341 -2.3679 0.0 0.1 0.1 0.459
H 0.2529 0.0890 -3.1113 -0.1 -0.1 0.1 0.222
H -1.1058 -0.2523 -2.0565 0.1 -0.1 -0.1 0.174
H -0.5438 1.4668 -0.7264 0.1 0.1 0.0 0.041
H 0.7094 1.8783 -1.9084 -0.2 0.1 0.2 0.247
H 2.2830 0.8447 -0.5889 0.0 -0.1 0.0 0.323
H 3.1120 2.2382 4.0166 0.0 -0.1 0.1 0.141
H 5.5811 2.2289 4.0623 0.0 -0.1 0.0 0.376
H 5.5967 0.7964 2.9836 0.0 0.1 0.1 0.346
H 5.0229 2.3527 2.3740 0.0 0.0 0.2 0.287
H 2.0978 4.8840 -0.4808 0.2 0.1 0.2 0.234
H 3.1216 3.6100 -0.2025 0.2 0.2 0.4 0.215
H -0.3428 4.4412 0.9783 0.0 0.0 -0.2 0.304
H 0.3862 2.2296 3.8565 -0.5 0.0 0.1 0.315
H -1.0556 0.1078 3.0592 0.1 0.0 -0.1 0.334
H -0.2977 -0.6125 1.6427 0.0 0.2 -0.1 -0.055
H -2.9627 0.3761 1.8621 0.0 0.0 -0.1 0.330
H -2.1633 -0.1020 0.3664 0.0 0.1 0.0 0.260
H -2.1889 1.6033 0.8776 0.1 -0.1 0.0 0.443
C -1.3650 -3.6935 4.2242 0.0 0.0 0.0 -1.071
C -1.0162 -4.8285 3.2694 0.0 0.1 0.1 -0.452
C -0.3390 -4.3307 1.9884 0.1 -0.1 0.0 -0.391
C -1.2175 -3.4626 1.2073 0.1 0.1 0.1 0.266
N -1.9097 -2.7579 0.6238 -0.1 0.0 -0.1 -0.439
H -2.0758 -3.0013 3.7702 0.0 0.0 0.0 0.311
H -1.8143 -4.0823 5.1378 0.0 0.0 0.0 0.348
H -0.4734 -3.1283 4.5016 0.0 0.0 0.0 0.278
H -1.9169 -5.3875 3.0096 0.0 0.0 0.0 0.290
H -0.3374 -5.5292 3.7581 0.0 0.0 0.0 0.309
H -0.0370 -5.1687 1.3586 0.0 0.0 0.0 0.360
H 0.5662 -3.7694 2.2310 0.0 0.1 0.0 0.239
C -2.7031 -1.1575 -6.2091 0.0 0.0 0.0 -1.102
C -3.4875 0.0185 -5.6414 0.0 -0.1 0.0 -0.393
C -2.8445 1.3719 -5.9655 -0.2 0.0 0.1 -0.454
C -1.5193 1.5030 -5.3625 0.0 0.1 -0.1 0.273
N -0.4739 1.5919 -4.8986 0.1 0.1 0.0 -0.443
H -1.7005 -1.2055 -5.7817 0.0 0.0 0.0 0.302
H -3.2051 -2.0982 -5.9857 0.0 0.0 0.0 0.323
H -2.6060 -1.0776 -7.2936 0.0 0.0 0.0 0.318
H -3.5802 -0.0859 -4.5591 0.0 0.0 0.0 0.283
H -4.5001 0.0213 -6.0481 0.0 0.0 0.0 0.309
H -3.4685 2.1888 -5.6003 0.0 0.0 0.0 0.273
H -2.7470 1.4999 -7.0452 0.0 0.0 0.0 0.294



Across the entries above, energy above the lowest of the compared OMol25 structures with the same formula, charge and spin takes the values 2.603 1.072 0.000 1.029 0.000 eV, respectively.